Record 1
{"formula": "C28H60AlBFO8", "method": "ωB97M-V/def2-TZVPD", "e_tot_ev": -56381.7471, "charge": -1, "homo_lumo_gap_ha": 0.238, "fmax_ev_per_a": 0.9, "species": ["C", "C", "B", "O", "Al", "C", "C", "C", "F", "C", "C", "H", "H", "H", "H", "H", "H", "H", "H", "H", "H", "H", "H", "H", "H", "H", "H", "H", "H", "C", "C", "O", "C", "H", "H", "H", "H", "H", "H", "C", "C", "O", "C", "H", "H", "H", "H", "H", "H", "C", "C", "O", "C", "H", "H", "H", "H", "H", "H", "C", "C", "O", "C", "H", "H", "H", "H", "H", "H", "C", "C", "O", "C", "H", "H", "H", "H", "H", "H", "C", "C", "O", "C", "H", "H", "H", "H", "H", "H", "C", "C", "O", "C", "H", "H", "H", "H", "H", "H"], "xyz": [[-0.42741, 1.39942, 2.85873], [0.33180, 1.04844, 1.58572], [-0.16662, -0.21014, 0.74991], [-0.98986, -1.04448, 1.52483], [0.25549, -0.79120, -1.34039], [1.80518, 0.10817, -2.28028], [2.94906, -0.77595, -2.79201], [0.31080, -2.85229, -1.25708], [1.52677, -3.49271, -1.75067], [-0.82053, -3.61379, -1.92665], [-0.89070, -5.07604, -1.44996], [-0.10989, 2.35995, 3.27910], [-1.50153, 1.46033, 2.67783], [-0.29136, 0.63358, 3.63059], [1.39689, 0.87849, 1.82103], [0.33095, 1.89831, 0.89323], [-1.63313, -1.47998, 0.95247], [-1.13447, -0.42006, -2.18666], [1.38472, 0.66043, -3.13246], [2.22669, 0.87298, -1.62076], [3.63435, -0.23652, -3.46409], [3.56521, -1.16224, -1.97381], [2.59256, -1.64773, -3.34838], [0.27674, -3.13941, -0.20149], [-0.66522, -3.55401, -3.00925], [-1.75190, -3.08501, -1.70050], [-1.57820, -5.17707, -0.60859], [-1.22689, -5.76604, -2.22983], [0.10054, -5.38736, -1.11809], [-4.16335, -0.64280, 2.90579], [-4.88951, -0.55045, 1.58297], [-4.30646, -0.56076, 0.52400], [-6.38600, -0.36191, 1.64287], [-3.08953, -0.72607, 2.74992], [-4.37692, 0.25110, 3.49661], [-4.53001, -1.50058, 3.47486], [-6.58066, 0.57990, 2.15909], [-6.89042, -1.16579, 2.18162], [-6.76830, -0.30286, 0.62633], [1.23222, -4.52645, -5.59438], [1.06355, -5.88266, -4.94972], [0.28493, -6.70368, -5.37960], [1.91724, -6.12597, -3.73535], [0.57302, -4.43706, -6.45449], [1.00883, -3.74460, -4.86508], [2.27051, -4.38526, -5.90156], [1.70858, -5.35382, -2.99049], [2.97664, -6.05242, -3.99101], [1.71112, -7.11087, -3.32173], [-3.86700, 3.09876, 3.02974], [-5.32857, 3.29496, 3.32369], [-6.20388, 2.79489, 2.65461], [-5.65810, 4.15359, 4.52702], [-3.69587, 2.40608, 2.20871], [-3.40163, 4.05728, 2.79059], [-3.36340, 2.71648, 3.92091], [-5.23116, 5.15075, 4.40328], [-5.21025, 3.72309, 5.42464], [-6.73588, 4.22502, 4.64868], [1.58816, -4.07163, 1.77699], [0.26168, -4.42524, 2.40651], [-0.43712, -5.32237, 1.98937], [-0.15931, -3.57094, 3.57907], [1.78815, -4.72420, 0.93097], [1.56609, -3.03649, 1.43122], [2.38782, -4.15482, 2.51773], [-0.22747, -2.52897, 3.25648], [0.58643, -3.62803, 4.37550], [-1.12555, -3.90588, 3.95008], [3.71522, 5.25057, -1.20311], [3.73296, 3.97433, -2.01001], [3.44524, 2.91647, -1.50771], [4.14295, 4.07767, -3.46131], [3.39116, 5.01338, -0.19272], [4.71755, 5.67978, -1.16105], [3.04343, 5.99467, -1.63548], [5.14802, 4.49769, -3.53689], [3.46849, 4.75019, -3.99526], [4.11357, 3.09010, -3.91472], [-2.80010, 1.33969, -1.60631], [-2.00474, 2.34364, -0.81120], [-1.89830, 2.25241, 0.38821], [-1.32598, 3.45046, -1.58815], [-3.21860, 0.59088, -0.93778], [-3.59727, 1.84465, -2.15912], [-2.15310, 0.84610, -2.33388], [-2.06840, 4.03180, -2.13927], [-0.64061, 3.01995, -2.32047], [-0.77788, 4.09700, -0.90645], [5.39968, 2.33339, 0.74949], [5.49445, 3.65548, 1.46479], [6.06996, 4.60838, 0.98596], [4.80616, 3.73882, 2.80694], [5.91905, 2.38608, -0.20319], [5.82985, 1.54148, 1.36684], [4.35375, 2.07893, 0.56759], [5.22114, 2.99381, 3.48835], [3.74475, 3.51061, 2.69025], [4.92895, 4.73424, 3.22672]]}

Record 2
{"formula": "C34H29N3O5S2Tc", "method": "ωB97M-V/def2-TZVPD", "relative_energy_kcal_mol": 12.05, "e_tot_ev": -74308.1879, "charge": -2, "multiplicity": 2, "homo_lumo_gap_ha": [0.199, 0.222], "fmax_ev_per_a": 1.4, "s_squared": 0.756, "species": ["Tc", "S", "C", "N", "C", "C", "N", "C", "C", "C", "C", "C", "C", "C", "C", "S", "C", "C", "C", "C", "C", "C", "C", "H", "H", "H", "H", "H", "H", "H", "H", "H", "H", "H", "H", "H", "H", "H", "H", "H", "H", "O", "C", "O", "C", "C", "C", "N", "C", "C", "C", "O", "O", "H", "H", "H", "C", "C", "O", "H", "H", "H", "C", "C", "C", "C", "C", "C", "C", "H", "H", "H", "H", "H"], "xyz": [[0.18590, -0.21621, -0.39505], [2.12465, 0.53244, -1.73467], [2.72708, 1.93766, -0.90216], [3.54011, 1.74212, 0.18644], [3.76436, 2.83214, 1.11120], [4.08723, 4.06960, 0.30225], [3.00585, 4.32803, -0.61967], [2.50350, 5.67971, -0.65434], [2.05013, 6.13714, 0.71203], [1.12837, 5.37267, 1.42611], [0.69795, 5.78154, 2.67870], [1.17876, 6.96199, 3.23645], [2.10199, 7.72450, 2.53707], [2.53821, 7.30680, 1.28396], [2.42321, 3.26934, -1.32676], [1.45164, 3.58791, -2.67935], [4.02461, 0.44122, 0.60320], [5.53096, 0.37652, 0.51702], [6.31089, 0.04677, 1.62005], [7.69778, -0.00718, 1.52365], [8.32083, 0.27192, 0.31706], [7.54867, 0.60163, -0.79336], [6.16729, 0.65428, -0.69309], [4.60141, 2.57240, 1.76122], [2.87416, 2.98617, 1.73118], [5.03609, 3.91309, -0.23206], [4.20674, 4.93447, 0.95615], [1.67649, 5.68266, -1.36060], [3.25569, 6.37840, -1.04326], [0.75941, 4.44415, 0.99855], [-0.02039, 5.17538, 3.21593], [0.83813, 7.28026, 4.21654], [2.49322, 8.63908, 2.96955], [3.27025, 7.89723, 0.73919], [3.57620, -0.30170, -0.05452], [3.67931, 0.22902, 1.62071], [5.82172, -0.16860, 2.56512], [8.29040, -0.26296, 2.39534], [9.40178, 0.23522, 0.23888], [8.02842, 0.81646, -1.74200], [5.55877, 0.91559, -1.55520], [-5.73648, -3.83625, 1.20788], [-4.63220, -4.36762, 0.94104], [-4.30636, -5.57184, 0.87389], [-3.48952, -3.35931, 0.63554], [-3.66601, -2.00187, 0.86958], [-2.63922, -1.11712, 0.61512], [-1.45384, -1.50783, 0.12504], [-1.27908, -2.81763, -0.12836], [-2.26316, -3.75915, 0.12440], [0.07292, -3.18241, -0.72324], [0.34854, -4.35322, -0.90773], [0.81897, -2.16266, -0.97266], [-4.62050, -1.65833, 1.24602], [-2.74291, -0.05712, 0.80892], [-2.06636, -4.80351, -0.07343], [0.74012, -1.48621, 2.31771], [0.93164, -0.19868, 1.51659], [1.53098, 0.71844, 2.05528], [1.29011, -1.43128, 3.25964], [1.06782, -2.35157, 1.73746], [-0.32715, -1.62232, 2.51218], [-0.61620, 1.28241, -0.06670], [-1.37438, 2.46044, 0.21197], [-1.60718, 3.41382, -0.78486], [-2.30811, 4.57075, -0.48676], [-2.79530, 4.79216, 0.79496], [-2.57884, 3.84408, 1.78532], [-1.86865, 2.68756, 1.50190], [-1.18392, 3.25090, -1.76984], [-2.46360, 5.31384, -1.26008], [-3.33572, 5.70324, 1.02257], [-2.95701, 4.01210, 2.78761], [-1.68019, 1.94654, 2.27052]]}

Record 3
{"formula": "C39H40AsBrF4N9NaO3PS3SbSe4Si", "method": "ωB97M-V/def2-TZVPD", "relative_energy_kcal_mol": 20.39, "e_tot_ev": -524413.8763, "charge": -2, "homo_lumo_gap_ha": 0.209, "fmax_ev_per_a": 0.9, "species": ["Na", "F", "C", "C", "F", "C", "F", "C", "P", "C", "C", "C", "C", "C", "C", "C", "C", "C", "C", "C", "C", "C", "Br", "C", "F", "H", "H", "H", "H", "H", "H", "H", "H", "H", "H", "C", "Si", "C", "C", "C", "C", "C", "C", "N", "C", "S", "H", "H", "H", "H", "H", "H", "H", "H", "H", "H", "H", "H", "C", "As", "C", "C", "S", "H", "H", "H", "H", "H", "H", "H", "H", "H", "O", "S", "O", "O", "C", "N", "C", "C", "C", "N", "C", "C", "C", "N", "C", "C", "H", "H", "H", "H", "H", "H", "Se", "Sb", "Se", "Se", "Se", "N", "N", "N", "C", "N", "N", "H", "H", "H"], "xyz": [[-0.76638, 0.97647, -0.38338], [-6.84544, -3.38575, 2.06216], [-5.73980, -2.65370, 2.15029], [-4.88866, -2.81203, 3.21652], [-5.18833, -3.70012, 4.16167], [-3.74985, -2.03908, 3.32374], [-3.05714, -2.22551, 4.44876], [-3.38935, -1.10458, 2.36198], [-1.87101, 0.03142, 2.31212], [-2.77922, 1.39669, 3.16027], [-2.97984, 2.59574, 2.49578], [-3.71492, 3.62436, 3.07760], [-4.25347, 3.45477, 4.34065], [-4.05247, 2.25911, 5.02425], [-3.32496, 1.23561, 4.43829], [-0.77342, -0.67770, 3.59990], [-0.28829, -1.96876, 3.38018], [0.60983, -2.54998, 4.26332], [1.05061, -1.83239, 5.37119], [0.60571, -0.53355, 5.57477], [-0.29551, 0.04771, 4.68602], [-4.28364, -0.97349, 1.28718], [-3.98608, 0.26638, -0.11184], [-5.44111, -1.71856, 1.18943], [-6.29690, -1.56248, 0.17732], [-2.54005, 2.74496, 1.52139], [-3.82197, 4.56647, 2.55456], [-4.80416, 4.26620, 4.80878], [-4.45583, 2.12930, 6.02430], [-3.16307, 0.31286, 4.98332], [-0.62266, -2.52555, 2.51081], [0.97069, -3.55789, 4.08112], [1.76347, -2.27864, 6.06053], [0.97358, 0.05775, 6.40597], [-0.58864, 1.07724, 4.83404], [4.68166, -0.09592, 4.47520], [4.80941, -1.40965, 3.17794], [4.94076, -3.06473, 4.05472], [6.33404, -1.11455, 2.14764], [3.36010, -1.63012, 1.98096], [3.27720, -2.84780, 1.31563], [2.22855, -3.13385, 0.44962], [1.26364, -2.16397, 0.27923], [1.30695, -0.95857, 0.86843], [2.33309, -0.68934, 1.69404], [2.43507, 0.89295, 2.48746], [5.55579, -0.19330, 5.13725], [3.77405, -0.19835, 5.08034], [4.67473, 0.92172, 4.06860], [5.65645, -3.01008, 4.88743], [5.26673, -3.87234, 3.38586], [3.96040, -3.33860, 4.46364], [7.24232, -1.18318, 2.76264], [6.29342, -0.10755, 1.71396], [6.41487, -1.83887, 1.32893], [4.04669, -3.60149, 1.47874], [2.16524, -4.07998, -0.07816], [0.40385, -2.34979, -0.36082], [-3.54467, 2.73012, -6.13027], [-2.26171, 2.30676, -4.75667], [-0.77991, 1.54919, -5.72475], [-1.60165, 4.03457, -4.22150], [-3.04677, 1.03824, -3.31856], [-3.09765, 3.38019, -6.88355], [-4.39429, 3.21895, -5.66699], [-3.87340, 1.80038, -6.58467], [-0.57908, 2.13355, -6.62370], [-1.02386, 0.52256, -5.98436], [0.09229, 1.55037, -5.07431], [-1.34959, 4.60755, -5.11386], [-0.71618, 3.89644, -3.60523], [-2.35624, 4.55222, -3.64366], [1.98954, -6.63199, -6.60085], [0.92604, -5.80863, -7.14949], [-0.31815, -5.83593, -6.41363], [0.78997, -5.85275, -8.58966], [1.59823, -4.14810, -6.82349], [2.56073, -3.70824, -7.64793], [3.10228, -2.54138, -7.33372], [2.70016, -1.78724, -6.24263], [1.69795, -2.32404, -5.45452], [1.15942, -3.50606, -5.73784], [1.14870, -1.60219, -4.25815], [-0.00297, -2.06253, -3.62409], [-0.50261, -1.35126, -2.54469], [0.06968, -0.23432, -2.06623], [1.18588, 0.18712, -2.66939], [1.75098, -0.45663, -3.75434], [3.89892, -2.18639, -7.98557], [3.14799, -0.82200, -6.04250], [-0.48477, -2.96340, -3.98697], [-1.41476, -1.67721, -2.04764], [1.64523, 1.08363, -2.25679], [2.65806, -0.05868, -4.19141], [-0.45814, 5.61377, 3.06505], [1.49084, 4.13701, 3.14092], [2.05676, 3.33700, 5.35360], [3.28737, 4.90524, 1.67491], [0.64645, 1.94648, 1.76625], [0.24669, 6.09470, -0.25378], [-0.59174, 5.03034, -0.49127], [-1.90652, 5.16415, -0.58240], [-2.26196, 3.92487, -0.90441], [-1.20960, 3.10004, -1.00880], [-0.13710, 3.84234, -0.73416], [-0.21785, 6.64949, 0.45224], [1.13060, 5.72812, 0.14993], [-3.28636, 3.61763, -1.06688]]}